# 1
Computed, not measured: the ion CH5N2O2 with charge +1, with ωB97M-V/def2-TZVPD.

ORCA input file:
```
! wB97M-V def2-TZVPD RIJCOSX def2/J DEFGRID3
* xyz 1 1
C -0.924 -0.373 -0.828
N 1.243 -0.139 0.042
N 0.007 0.086 0.090
O 2.070 0.197 0.996
O -0.480 0.913 1.101
H -0.766 -1.513 -0.922
H -0.730 0.082 -1.817
H -1.941 -0.088 -0.426
H 2.885 -0.258 0.785
H -1.364 1.094 0.978
*
```

The value obtained for the energy above the lowest of the compared OMol25 structures with the same formula, charge and spin is 292.1 kJ/mol. Its electronic energy is -300.656110 Eh. The orbital gap comes out at 0.404 hartree. The HOMO energy comes out at -16.75 eV. The calculation puts the LUMO energy at -5.742 eV. The SMILES is C/[N+](O)=N/O.

# 2
Computed, not measured: a structure of composition C2H2N2O2, with ωB97M-V/def2-TZVPD.

ORCA input file:
```
! wB97M-V def2-TZVPD RIJCOSX def2/J DEFGRID3
* xyz 0 1
O 2.576 0.220 0.160
C 1.726 -0.565 0.280
N -0.169 1.014 0.152
C -0.917 0.042 0.218
N -1.412 -1.079 0.306
O 0.985 -1.459 0.409
H -0.517 1.942 0.036
H -2.218 -0.127 0.187
*
```

The value obtained for the energy above the lowest of the compared OMol25 structures with the same formula, charge and spin is 233.8 kJ/mol. Its electronic energy is -337.335369 Eh. The orbital gap comes out at 0.379 hartree. The HOMO energy comes out at -10.08 eV. The calculation puts the LUMO energy at 0.230 eV.

# 3
Computed, not measured: a cluster of 2 separate species, C5H10O2 in total, with ωB97M-V/def2-TZVPD.

ORCA input file:
```
! wB97M-V def2-TZVPD RIJCOSX def2/J DEFGRID3
* xyz 0 1
C -1.504 2.250 -0.977
C -1.538 0.848 -0.843
C -0.264 0.102 -0.760
C -0.238 -1.215 -0.745
O -1.353 -1.985 -0.253
C 0.947 -2.025 -0.990
H -2.118 2.936 -1.481
H -0.876 2.820 -0.320
H -2.337 0.245 -0.644
H 0.674 0.736 -0.479
H -1.071 -2.833 0.159
H 1.494 -1.750 -1.977
H 0.492 -3.048 -0.913
H 1.728 -1.750 -0.260
H 1.642 1.937 3.982
H 2.490 1.051 3.360
O 1.833 1.680 3.142
*
```

The value obtained for the energy above the lowest of the compared OMol25 structures with the same formula, charge and spin is 483.6 kJ/mol. Its electronic energy is -346.841232 Eh. The orbital gap comes out at 0.293 hartree. The HOMO energy comes out at -7.37 eV. The calculation puts the LUMO energy at 0.608 eV. The SMILES is C=C/C=C(/C)O.O.

Number 2 is which compound?
C2H2N2O2

The lowest electronic energy belongs to which entry?
C5H10O2

The lowest orbital gap belongs to which entry?
C5H10O2